Entry 1:
Entry from the Open Molecules 2025 dataset: an isolated molecule of C2H6B2 at a distorted geometry (wB97M-V/def2-TZVPD).

**Net charge**: 0
**M**: 51.7 g mol⁻¹
**Lowest unoccupied orbital energy**: -0.0194 Eh
**Relative energy (zero: lowest compared OMol25 entry of this formula, charge and spin)**: 37.14 kJ/mol
**Largest force on an atom**: 3.9 eV/A
**E_HOMO**: -10.00 eV
**Electronic energy**: -129.3774 a.u.

Geometry (Å):
B: -1.2803 1.3524 -0.8485
C: -0.4808 0.3672 0.0263
C: 0.6916 -0.2473 0.0102
B: 1.2744 -1.4058 0.8692
H: -1.2291 0.8285 -1.9322
H: -1.8284 2.2778 -0.5877
H: -1.3474 -0.1289 0.6178
H: 1.4430 0.3845 -0.5155
H: 0.4800 -1.6288 1.8279
H: 2.2769 -1.7995 0.5324

Cartesian forces (eV/Å) of the 2 atoms listed first:
2.3097 -2.6518 -1.0438
-2.8739 -0.4528 1.0096

---

Entry 2:
Entry from the Open Molecules 2025 dataset: an isolated molecule of C2H6BBrO2 at a distorted geometry (wB97M-V/def2-TZVPD).

**Net charge**: 0
**M**: 152.8 g mol⁻¹
**Lowest unoccupied orbital energy**: 0.0188 Eh
**Relative energy (zero: lowest compared OMol25 entry of this formula, charge and spin)**: 14.25 kJ/mol
**Largest force on an atom**: 5.1 eV/A
**E_HOMO**: -10.35 eV
**Electronic energy**: -2829.2296 a.u.

Geometry (Å):
C: 0.7319 1.0954 -1.8938
O: -0.1568 0.1570 -1.5475
B: -0.2386 -0.1061 -0.1768
Br: 0.6925 1.1533 1.1399
O: -0.9253 -1.1638 0.3750
C: -0.8057 -1.2430 1.7560
H: 0.9578 1.0501 -2.9615
H: 0.3096 2.0601 -1.6115
H: 1.7305 0.9086 -1.5090
H: -1.4919 -0.4796 2.2359
H: -1.0775 -2.2784 2.1178
H: 0.2733 -1.1535 2.0754

Cartesian forces (eV/Å) of the 2 atoms listed first:
2.1809 2.2578 -1.9062
-2.0520 -3.2821 3.3963

---

Entry 3:
Entry from the Open Molecules 2025 dataset: an isolated molecule of C2H6BN at a distorted geometry (wB97M-V/def2-TZVPD).

**Net charge**: 0
**M**: 54.9 g mol⁻¹
**Lowest unoccupied orbital energy**: 0.0223 Eh
**Relative energy (zero: lowest compared OMol25 entry of this formula, charge and spin)**: 35.09 kJ/mol
**Largest force on an atom**: 2.7 eV/A
**E_HOMO**: -8.82 eV
**Electronic energy**: -159.3871 a.u.

Geometry (Å):
N: -0.7987 0.5455 -1.4951
B: -0.1262 0.3719 -0.2794
C: 1.0099 0.2652 0.7640
C: -0.1182 -0.7429 0.7799
H: -0.8072 1.3526 -2.1183
H: -1.5193 -0.1057 -1.6274
H: 1.8900 -0.1220 0.2552
H: 1.3972 0.8615 1.6133
H: -0.8542 -0.5727 1.6322
H: -0.0734 -1.8534 0.4757

Cartesian forces (eV/Å) of the 2 atoms listed first:
1.1688 1.5445 0.6659
-0.2508 -0.5411 0.0157

---

Entry 4:
Entry from the Open Molecules 2025 dataset: an isolated molecule of C2H6BNO at a distorted geometry (wB97M-V/def2-TZVPD).

**Net charge**: 0
**M**: 70.9 g mol⁻¹
**Lowest unoccupied orbital energy**: 0.0282 Eh
**Relative energy (zero: lowest compared OMol25 entry of this formula, charge and spin)**: 234.79 kJ/mol
**Largest force on an atom**: 3.8 eV/A
**E_HOMO**: -8.61 eV
**Electronic energy**: -234.5961 a.u.

Geometry (Å):
B: 0.2539 -1.2303 0.0005
C: -0.7457 -0.0273 0.1220
C: 0.1260 1.1338 -0.0553
O: 1.5138 0.7097 0.1037
N: 1.5283 -0.6647 -0.0117
H: 0.1122 -2.3498 -0.1427
H: -1.6084 0.0093 -0.4999
H: -1.2772 -0.0270 1.0511
H: 0.0119 1.4380 -1.0811
H: 0.2088 2.0698 0.6472
H: 2.5226 -0.8761 -0.1877

Cartesian forces (eV/Å) of the 2 atoms listed first:
1.1423 0.7199 -0.4032
-0.9519 -0.6326 1.3630

---

Entry 5:
Entry from the Open Molecules 2025 dataset: an isolated molecule of C2H6BNO2 at a distorted geometry (wB97M-V/def2-TZVPD).

**Net charge**: 0
**M**: 86.9 g mol⁻¹
**Lowest unoccupied orbital energy**: 0.0186 Eh
**Relative energy (zero: lowest compared OMol25 entry of this formula, charge and spin)**: 222.92 kJ/mol
**Largest force on an atom**: 5.0 eV/A
**E_HOMO**: -9.69 eV
**Electronic energy**: -309.8743 a.u.

Geometry (Å):
C: 1.4819 -0.2534 -1.5350
C: 1.1192 -0.7664 -0.3427
B: -0.0331 -0.1610 0.3804
O: -1.1133 0.5264 -0.4876
O: -0.3788 -0.2825 1.6841
N: -1.6798 0.3237 2.0237
H: 2.1925 -0.7734 -2.0661
H: 0.8646 0.4774 -2.0167
H: 1.8385 -1.3464 0.2074
H: -0.8513 0.5972 -1.3940
H: -2.1480 0.4527 1.0677
H: -1.2924 1.2056 2.4788

Cartesian forces (eV/Å) of the 2 atoms listed first:
-1.9539 -0.9538 1.8092
1.9170 1.2410 -0.5302

---

Entry 6:
Entry from the Open Molecules 2025 dataset: a structure of composition C2H6BrN2O4 at a distorted geometry (wB97M-V/def2-TZVPD).

**Net charge**: -1
**M**: 202.0 g mol⁻¹
**Lowest unoccupied orbital energy**: 0.1344 Eh
**Relative energy (zero: lowest compared OMol25 entry of this formula, charge and spin)**: 137.97 kJ/mol
**Largest force on an atom**: 2.7 eV/A
**E_HOMO**: -3.79 eV
**Electronic energy**: -3064.1335 a.u.

Geometry (Å):
Br: -1.4500 17.6703 22.2984
C: -2.5421 19.7299 20.8608
N: -3.9129 19.1055 21.0332
O: -4.2409 18.8300 22.1767
O: -4.6836 19.1647 20.0888
H: -2.6202 20.3514 19.9687
H: -1.8582 18.9012 20.6773
H: -2.2647 20.2482 21.7786
C: 0.3022 16.8433 24.1766
N: -0.0949 17.3665 25.5178
O: -0.4288 18.5493 25.6086
O: -0.1739 16.5684 26.4510
H: 0.9878 15.9996 24.2558
H: 0.6964 17.7032 23.6351
H: -0.5086 16.4644 23.5544

Cartesian forces (eV/Å) of the 2 atoms listed first:
-0.6606 -0.9899 -0.8632
-0.7576 0.2830 -1.4127

---

Entry 7:
Entry from the Open Molecules 2025 dataset: an isolated molecule of C2H6BrN3 at a distorted geometry (wB97M-V/def2-TZVPD).

**⟨S²⟩**: 2.0089
**Net charge**: 0
**M**: 152.0 g mol⁻¹
**Lowest unoccupied orbital energy (spin up / spin down)**: 0.0310 / -0.0650 Eh
**Relative energy (zero: lowest compared OMol25 entry of this formula, charge and spin)**: 29.09 kJ/mol
**Largest force on an atom**: 4.3 eV/A
**2S+1**: 3
**E_HOMO (spin up / spin down)**: -6.81 / -8.88 eV
**Electronic energy**: -2817.8966 a.u.

Geometry (Å):
C: -0.8985 -0.4993 0.5141
C: 0.1212 -0.9431 -0.6221
N: -0.4804 0.8723 0.7560
N: 0.3381 1.2527 -0.3399
N: 0.9457 0.1566 -0.8187
Br: 2.9110 -0.1920 0.1309
H: -2.0135 -0.4642 0.3624
H: -0.7724 -0.9427 1.5026
H: 0.5567 -1.9120 -0.6881
H: -0.4114 -0.8482 -1.5473
H: -1.2300 1.5517 0.9203
H: 0.9336 1.9680 -0.1703

Cartesian forces (eV/Å) of the 2 atoms listed first:
-0.3738 0.0368 1.0120
-3.4760 0.7311 -0.6199

---

Entry 8:
Entry from the Open Molecules 2025 dataset: an isolated molecule of C2H6BrOP at a distorted geometry (wB97M-V/def2-TZVPD).

**Net charge**: 0
**M**: 156.9 g mol⁻¹
**Lowest unoccupied orbital energy**: 0.0210 Eh
**Relative energy (zero: lowest compared OMol25 entry of this formula, charge and spin)**: 108.31 kJ/mol
**Largest force on an atom**: 8.1 eV/A
**E_HOMO**: -9.66 eV
**Electronic energy**: -3070.4165 a.u.

Geometry (Å):
C: 0.3131 0.0232 1.4272
P: -0.6324 0.4449 -0.0175
C: 0.3001 -0.3949 -1.3876
O: -0.8410 2.0719 -0.2620
Br: -2.4844 -0.5945 0.0906
H: 0.0084 0.3497 2.3875
H: 0.7915 -0.9400 1.2184
H: 1.1337 0.7356 1.4880
H: 1.2148 -0.7528 -0.8533
H: -0.4320 -1.1161 -1.8065
H: 0.6281 0.1729 -2.2849

Cartesian forces (eV/Å) of the 2 atoms listed first:
1.5462 0.4357 -0.7181
0.5419 7.7941 -2.3125